Entry 1:
This record from the Open Molecules 2025 dataset describes a molecular structure, C15H27N3O4PdS3 at a distorted geometry. The level of theory is ωB97M-V/def2-TZVPD.

## Properties
calculated total energy	-64637.7270	eV
energy relative to the best compared isomer or geometry (same formula, charge and spin)	0.0	kcal/mol
E_HOMO (spin up / spin down)	-7.661 / -7.989	eV
spin multiplicity	3
⟨S²⟩	2.007
orbital gap (spin up / spin down)	7.87 / 6.18	eV
LUMO (spin up / spin down)	0.206 / -1.806	eV

```
53
Properties=species:S:1:pos:R:3:mulliken_charge:R:1
Pd -1.95859 -0.70906 1.06734 -0.054
O 0.15969 -1.93269 0.65803 -0.446
N -0.17145 -3.09324 0.17038 0.339
C 0.57220 -4.16122 0.51011 -0.171
C 0.35783 -5.40028 -0.03879 -0.795
C -0.66459 -5.56233 -0.97642 -0.170
C -1.44740 -4.47835 -1.28957 -0.935
C -1.22577 -3.23185 -0.69151 0.833
S -2.23941 -1.90850 -1.06241 -0.377
H 1.36031 -3.95108 1.22047 0.447
H 0.98233 -6.22822 0.25362 0.413
H -0.84495 -6.52039 -1.43952 0.389
H -2.26502 -4.54571 -1.99025 0.418
C -0.65893 -2.32510 3.81463 -0.658
S -2.35614 -1.78437 3.44847 1.411
O -3.17325 -2.15222 4.56471 -0.628
O -2.26353 -0.32536 3.22450 -0.711
O -2.69243 -2.47669 2.18919 -0.620
H -0.34263 -1.82381 4.71969 0.347
H -0.02490 -2.05001 2.97662 0.037
H -0.70159 -3.39951 3.94130 0.347
C 1.24763 2.40375 -4.62629 -1.250
C 0.36082 2.90964 -3.49461 -0.067
C -0.81531 1.97564 -3.22268 -0.651
C -0.41229 0.58734 -2.71294 -0.614
N 0.43897 0.61639 -1.53985 0.038
C 0.02229 0.87821 -0.29530 0.227
S -1.57883 1.39659 -0.02068 -0.409
N 0.94936 0.87263 0.67728 0.037
C 0.65733 1.12813 2.07999 -0.150
C 0.34167 2.59800 2.37882 -0.605
C 1.53728 3.54789 2.28747 -0.626
C 1.90512 3.89273 0.84919 -1.042
H 1.99543 3.14773 -4.88966 0.390
H 0.64691 2.19500 -5.51019 0.284
H 1.76592 1.48902 -4.34540 0.291
H -0.03509 3.89086 -3.76326 0.376
H 0.94686 3.03488 -2.58182 -0.024
H -1.38559 1.82848 -4.14170 0.501
H -1.47315 2.43517 -2.48740 0.271
H 0.12552 0.03607 -3.48431 0.588
H -1.32326 0.03523 -2.46466 -0.185
H 1.41121 0.37166 -1.67010 0.267
H 1.78704 0.33959 0.48594 0.293
H 1.53511 0.82344 2.65168 0.645
H -0.20970 0.51685 2.40347 -0.248
H -0.05802 2.62657 3.39175 0.457
H -0.44151 2.94134 1.70317 0.234
H 2.39785 3.11624 2.80346 0.277
H 1.28305 4.47472 2.80614 0.364
H 2.20474 3.00632 0.29694 0.205
H 2.72376 4.60900 0.81693 0.446
H 1.04713 4.33487 0.34805 0.264
```

Entry 2:
This record from the Open Molecules 2025 dataset describes C18H18ClN3O in the gas phase. The level of theory is ωB97M-V/def2-TZVPD.

## Properties
structure (SMILES)	COCCCNc1nc(-c2ccc(Cl)cc2)nc2ccccc12
calculated total energy	-37999.2813	eV
energy relative to the best compared isomer or geometry (same formula, charge and spin)	0.0	kcal/mol
E_HOMO	-8.122	eV
orbital gap	8.30	eV
LUMO	0.180	eV

```
41
Properties=species:S:1:pos:R:3:mulliken_charge:R:1
C 5.09202 3.71369 -0.99844 -0.726
H 5.88823 3.17326 -1.52441 0.307
O 4.52000 2.91620 0.00854 -0.347
C 4.02696 1.67302 -0.44067 -0.701
C 2.70857 1.76568 -1.22031 -0.591
H 2.87824 2.19774 -2.20734 0.398
H 2.31617 0.75692 -1.35011 0.360
C 1.67159 2.61918 -0.47851 -0.799
N 1.43598 2.16012 0.86693 -0.139
C 0.67116 1.08224 1.12980 0.213
N 0.00226 0.55071 0.12397 -0.315
C -0.80863 -0.49182 0.37172 0.008
N -0.99945 -1.05476 1.54008 -0.573
C -0.32842 -0.54685 2.59535 -0.305
C -0.50956 -1.13224 3.86360 -0.482
C 0.15778 -0.63822 4.95112 -0.413
C 1.02709 0.45139 4.81876 -0.886
C 1.22243 1.04114 3.59586 -0.319
C 0.55236 0.55772 2.46288 1.167
H 1.89526 1.88370 3.51491 0.325
H 1.54550 0.82755 5.68838 0.395
H 0.01823 -1.08732 5.92373 0.386
H -1.18399 -1.97016 3.94168 0.472
C -1.52992 -1.04313 -0.78122 0.520
C -1.33450 -0.51764 -2.05633 -0.201
C -2.01281 -1.03676 -3.14140 -0.855
C -2.89436 -2.08967 -2.94983 0.429
C -3.10250 -2.62672 -1.68810 -0.792
C -2.41944 -2.10178 -0.60940 -0.420
H -2.56126 -2.49957 0.38275 0.467
H -3.79267 -3.44595 -1.55863 0.412
Cl -3.74680 -2.74293 -4.30526 -0.219
H -1.86380 -0.63224 -4.13065 0.417
H -0.64398 0.30138 -2.18053 0.404
H 2.09354 2.46535 1.56518 0.282
H 0.72156 2.57826 -1.01494 0.355
H 2.01462 3.65389 -0.41826 0.479
H 3.87561 1.08416 0.46847 0.347
H 4.78314 1.16479 -1.05681 0.396
H 4.34977 4.04891 -1.73103 0.292
H 5.51618 4.58197 -0.49753 0.251
```

Entry 3:
This record from the Open Molecules 2025 dataset describes 3 unconnected molecules or ions with the total composition C22H16F5NO3 at a distorted geometry. The level of theory is ωB97M-V/def2-TZVPD.

## Properties
structure (SMILES)	O=C1NC(=O)c2c(COC(F)(F)F)cccc21.Fc1ccccc1.Fc1ccccc1
calculated total energy	-44292.4137	eV
E_HOMO	-8.917	eV
orbital gap	8.16	eV
LUMO	-0.761	eV

```
47
Properties=species:S:1:pos:R:3:mulliken_charge:R:1
O 0.12352 1.33273 -0.89280 -0.466
C 0.19700 2.51597 -0.81914 0.134
N -0.61312 3.52108 -1.52319 -0.457
C -0.74522 4.75153 -0.72134 0.376
O -1.64444 5.52554 -0.75413 -0.482
C 0.53523 4.69989 0.15852 0.094
C 1.17821 5.69435 0.98253 0.899
C 0.54433 7.12276 1.12417 -0.811
O 1.02878 7.75774 2.32596 -0.363
C 0.26467 7.47142 3.42021 0.920
F 0.35701 6.17821 3.84933 -0.238
F 0.76091 8.24283 4.44728 -0.270
F -1.04883 7.80357 3.29686 -0.247
C 2.41057 5.41954 1.72912 -0.620
C 2.96585 4.07521 1.61110 -0.489
C 2.34160 3.02483 0.80801 -0.682
C 1.13993 3.36021 0.09070 0.279
H 0.09112 3.84993 -2.20734 0.360
H 0.86665 7.76068 0.25620 0.362
H -0.56677 7.04626 1.05329 0.419
H 2.92739 6.16541 2.36081 0.457
H 3.88766 3.85605 2.20181 0.334
H 2.74872 1.99364 0.74661 0.447
F 0.29915 -0.22136 1.79966 -0.292
C -0.24480 -1.34389 1.29153 0.264
C -0.11654 -2.53227 1.98735 -0.454
C -0.68185 -3.68963 1.46652 -0.524
C -1.35796 -3.64628 0.25334 -0.388
C -1.47503 -2.44630 -0.43773 -0.576
C -0.92019 -1.28560 0.08586 -0.081
H 0.42109 -2.54782 2.92755 0.415
H -0.59437 -4.62489 2.00636 0.361
H -1.79449 -4.55058 -0.15364 0.445
H -1.99875 -2.41435 -1.38563 0.363
H -1.00955 -0.34079 -0.43444 0.501
F 0.23415 -5.21472 -1.73613 -0.309
C -0.30953 -6.33422 -2.23974 0.293
C -0.18192 -7.52230 -1.54287 -0.324
C -0.74912 -8.67895 -2.06188 -0.331
C -1.42708 -8.63592 -3.27482 -0.473
C -1.54357 -7.43641 -3.96679 -0.347
C -0.98650 -6.27640 -3.44447 -0.399
H 0.35690 -7.53742 -0.60355 0.413
H -0.66217 -9.61366 -1.52142 0.356
H -1.86540 -9.54013 -3.68061 0.362
H -2.06854 -7.40450 -4.91382 0.355
H -1.07468 -5.33102 -3.96522 0.411
```

The highest calculated total energy belongs to which entry? C18H18ClN3O

Look up the calculated total energy of the second one. -37999.2813 eV